# 1
Computed, not measured: a cluster of 2 separate species, C30H52F3IN4O9P in total in a non-equilibrium geometry, with ωB97M-V with the def2-TZVPD basis set.

Results
Multiplicity   1
Charge   +1
Kohn-Sham gap   6.1 eV
Highest occupied orbital energy   -0.36607 Eh
Strongest force on any atom   6.0 eV/A
E   -81866.170 eV

Last column: Löwdin charge in e.
Positions of all 100 atoms, in Å:
C 6.137 2.555 0.601  -0.07
C 6.258 1.994 2.136  -0.27
O 5.495 2.921 2.960  -0.26
P 4.976 2.224 4.427  0.70
O 6.079 2.443 5.505  -0.34
C 3.371 3.085 4.916  -0.21
C 2.257 3.153 3.741  -0.21
C 0.814 2.928 4.424  -0.12
C -0.255 2.174 3.509  -0.02
C -1.654 2.700 3.021  0.01
C -2.215 4.170 3.361  -0.08
O -1.830 5.010 2.212  0.00
C -2.282 6.341 2.411  -0.42
F -1.646 6.948 3.552  0.08
F -3.699 6.387 2.540  0.09
F -1.946 7.112 1.251  0.10
N -2.366 1.670 2.223  0.05
C -3.714 1.774 1.633  -0.13
C -4.928 1.781 2.639  0.03
C -6.371 1.865 1.999  -0.01
C -6.438 1.947 0.445  -0.09
N -5.350 1.929 -0.490  0.04
C -4.055 1.866 0.116  -0.03
C -1.412 0.578 2.243  -0.03
C -1.926 -0.713 1.444  -0.10
O -2.032 -0.485 0.002  -0.14
C -0.704 -0.513 -0.606  -0.24
O -0.701 -0.979 -1.967  -0.14
C 0.376 -1.933 -2.214  -0.13
C 1.022 -1.576 -3.687  -0.17
O 2.348 -0.966 -3.470  -0.12
N -0.165 0.813 2.972  -0.01
C 0.892 -0.229 3.111  -0.62
I 2.390 -0.163 1.477  0.92
C 1.575 -0.301 4.568  -0.25
C 0.446 -0.689 5.652  -0.09
O 4.698 0.541 4.363  -0.34
C 5.876 -0.234 4.737  -0.28
C 5.642 -1.723 4.105  -0.08
H 7.155 2.793 0.140  0.08
H 5.452 3.488 0.623  0.09
H 5.569 1.763 -0.012  0.07
H 5.847 0.926 2.104  0.09
H 7.372 1.947 2.394  0.13
H 2.993 2.621 5.898  0.11
H 3.661 4.181 5.165  0.12
H 2.262 4.242 3.346  0.13
H 2.474 2.483 2.841  0.05
H 0.869 2.401 5.457  0.12
H 0.381 3.981 4.652  0.13
H -1.690 4.502 4.321  0.14
H -3.352 4.080 3.444  0.13
H -4.797 1.695 3.778  0.11
H -7.282 1.871 2.696  0.10
H -7.501 2.005 -0.011  0.12
H -3.150 1.859 -0.606  0.13
H -1.362 -1.682 1.681  0.14
H -3.020 -0.890 1.789  0.16
H -0.292 0.564 -0.599  0.15
H -0.036 -1.147 0.078  0.06
H 1.249 -1.876 -1.476  0.11
H -0.045 -3.002 -2.167  0.14
H 0.348 -0.888 -4.301  0.11
H 1.205 -2.600 -4.187  0.13
H 2.714 -0.898 -4.379  0.09
H 0.361 -1.249 2.960  0.10
H 2.173 0.627 4.860  0.08
H 2.315 -1.192 4.524  0.11
H -0.405 -1.254 5.135  0.08
H 0.951 -1.274 6.497  0.10
H -0.025 0.283 6.070  0.08
H 5.890 -0.402 5.885  0.14
H 6.871 0.209 4.373  0.12
H 6.356 -2.502 4.538  0.09
H 5.707 -1.590 2.969  0.07
H 4.536 -1.975 4.338  0.06
C -2.202 -2.138 -4.654  -0.11
O -1.462 -3.292 -5.018  -0.21
C -2.203 -4.508 -4.883  -0.20
C -2.530 -5.101 -6.256  -0.21
N -3.517 -4.288 -6.965  -0.06
C -3.667 -4.636 -8.380  -0.19
C -2.441 -4.462 -9.293  -0.22
O -2.053 -3.107 -9.494  -0.18
C -1.234 -2.568 -8.470  -0.10
H -1.513 -1.294 -4.606  0.06
H -2.968 -1.911 -5.399  0.08
H -2.665 -2.259 -3.669  0.09
H -3.104 -4.374 -4.276  0.12
H -1.554 -5.211 -4.349  0.12
H -2.922 -6.114 -6.126  0.12
H -1.592 -5.165 -6.817  0.10
H -3.249 -3.312 -6.906  0.06
H -4.467 -4.001 -8.773  0.12
H -4.025 -5.669 -8.454  0.12
H -2.724 -4.836 -10.283  0.12
H -1.587 -5.072 -8.979  0.11
H -0.582 -3.318 -8.015  0.09
H -1.854 -2.088 -7.708  0.07
H -0.608 -1.788 -8.908  0.09

Atoms 1-3, force components in eV/Å:
C -0.9 -0.3 0.6
C 0.9 -0.1 -2.8
O -1.3 -2.8 1.9

***

# 2
Computed, not measured: a structure of composition C18H29BMnN8O2, with ωB97M-V with the def2-TZVPD basis set.

Results
Multiplicity   6
Charge   +2
Kohn-Sham gap (spin up / spin down)   6.6 / 7.0 eV
Highest occupied orbital energy (spin up / spin down)   -0.53934 / -0.53777 Eh
Strongest force on any atom   0.6 eV/A
E   -67136.734 eV

Last column: Löwdin spin population.
Positions of all 59 atoms, in Å:
Mn 0.557 -0.316 -0.698  3.84
C 2.482 -1.106 2.214  0.00
C 1.052 -0.694 2.314  0.01
C 0.267 -0.535 3.444  0.01
C -1.009 -0.206 2.994  0.02
C -2.241 0.047 3.791  0.00
N -0.979 -0.161 1.655  0.00
N 0.289 -0.442 1.235  -0.02
B -2.145 -0.051 0.625  0.00
N -2.045 -1.338 -0.244  0.00
N -0.870 -1.631 -0.862  -0.03
C -0.997 -2.814 -1.494  0.01
C 0.125 -3.426 -2.261  0.01
C -2.283 -3.278 -1.279  0.01
C -2.918 -2.324 -0.485  0.02
C -4.310 -2.329 0.042  0.00
N -1.911 1.171 -0.278  0.01
N -0.729 1.307 -0.950  0.08
C -0.793 2.456 -1.642  0.02
C 0.326 2.937 -2.502  0.00
C -2.024 3.058 -1.414  0.01
C -2.707 2.219 -0.545  0.01
C -4.067 2.388 0.037  0.00
H 2.687 -1.900 2.931  0.00
H 3.152 -0.279 2.456  0.00
H 2.721 -1.483 1.219  0.00
H 0.573 -0.666 4.468  0.00
H -1.997 0.058 4.850  0.00
H -2.983 -0.733 3.618  0.00
H -2.691 1.004 3.528  0.00
H -3.193 0.003 1.177  0.00
H 1.094 -3.061 -1.909  0.00
H 0.031 -3.215 -3.327  0.00
H 0.120 -4.507 -2.141  0.00
H -2.709 -4.197 -1.644  0.00
H -4.840 -3.200 -0.335  0.00
H -4.853 -1.436 -0.265  0.00
H -4.315 -2.368 1.131  0.00
H 1.256 2.414 -2.277  0.00
H 0.489 4.002 -2.347  0.00
H 0.090 2.801 -3.559  0.00
H -2.376 3.991 -1.820  0.00
H -4.510 3.310 -0.331  0.00
H -4.029 2.437 1.125  0.00
H -4.721 1.561 -0.238  0.00
C 5.474 1.679 0.506  0.00
N 4.456 0.927 -0.230  0.01
C 4.912 0.008 -1.275  0.00
C 3.190 1.106 -0.004  0.01
O 2.279 0.527 -0.671  0.05
H 6.042 2.298 -0.187  0.00
H 6.151 0.986 1.000  0.00
H 5.004 2.317 1.251  0.00
H 5.961 -0.214 -1.105  0.00
H 4.797 0.466 -2.257  0.00
H 4.339 -0.916 -1.238  0.00
H 2.925 1.813 0.783  0.00
O 1.587 0.012 -3.620  0.38
N 0.816 -0.475 -2.958  0.52

Atoms 1-3, force components in eV/Å:
Mn -0.2 0.2 0.5
C 0.0 0.0 0.0
C 0.0 0.0 0.0

***

# 3
Computed, not measured: an isolated molecule of C4H9N in a non-equilibrium geometry, with ωB97M-V with the def2-TZVPD basis set.

Results
Multiplicity   1
Kohn-Sham gap   10.3 eV
SMILES   C=CCCN
Highest occupied orbital energy   -0.33726 Eh
Strongest force on any atom   3.0 eV/A
E   -5782.687 eV

Last column: Löwdin charge in e.
Positions of all 14 atoms, in Å:
C 1.280 0.482 -0.390  -0.30
C -0.122 0.824 0.298  -0.20
C -1.085 -0.359 0.096  -0.21
C -2.379 -0.271 -0.142  -0.03
H 2.654 -1.066 -0.491  0.09
H 2.314 -0.519 0.979  0.05
H 2.028 1.360 -0.193  0.12
H 0.966 0.400 -1.415  0.09
H -0.561 1.784 -0.054  0.11
H -0.059 0.910 1.448  0.12
H -0.672 -1.395 0.110  0.10
H -2.974 0.665 -0.252  0.07
H -3.003 -1.089 -0.140  0.01
N 1.877 -0.730 0.119  -0.03

Atoms 1-3, force components in eV/Å:
C -0.3 2.5 1.7
C 0.3 -1.2 1.3
C 0.7 -0.1 -0.4